DFT (ωB97M-V with the def2-TZVPD basis set) results for a single C15H9FN2O2S2 molecule at a distorted geometry.

For the energy, the calculation gives -1733.18126 Eh. The structure (SMILES) is O=C1NC(=S)N(c2ccccc2F)C(=O)/C1=C\c1cccs1. Its HOMO-LUMO gap is 0.28428 Eh. The energy relative to the best compared isomer or geometry (same formula, charge and spin) comes out at 0.000 eV. For the max |F|, the calculation gives 4.9 eV/A. The HOMO energy is -8.689 eV.

Geometry as ORCA input:
```
! RIJCOSX wB97M-V def2-TZVPD def2/J DEFGRID3
* xyz 0 1
O -4.18655 -0.33084 0.31771
O -0.06141 -1.44566 -0.84708
F 1.41944 1.02917 0.20376
S -1.12182 -0.20822 3.79777
S -0.15608 -0.30615 -3.68700
C -3.00722 -0.30140 0.55397
C -0.69897 -0.81119 -0.03914
C -1.40907 -0.38239 2.18772
C 0.38422 1.20583 -4.42410
C -0.15143 2.28867 -3.91330
C -1.28136 1.94792 -3.07694
C -1.29947 0.62968 -2.77154
C -2.28312 0.22296 -1.70354
C -2.02898 -0.38024 -0.45393
C 3.68314 -0.90574 2.31067
C 2.74569 -1.77977 2.91993
C 3.21533 0.06923 1.33392
C 1.40798 -1.75238 2.57519
C 1.84016 0.07279 1.03243
C 0.95951 -0.78277 1.69473
N -2.64860 -0.08226 1.84041
N -0.34591 -0.68612 1.29211
H 1.14216 1.28362 -5.08778
H -0.03589 3.35352 -4.08302
H -1.93562 2.65609 -2.65407
H -3.26629 0.71634 -1.86440
H 4.74618 -0.98243 2.54899
H 3.08580 -2.38120 3.69376
H 3.89847 0.73926 0.78620
H 0.65946 -2.40105 2.97234
H -3.26976 -0.29526 2.54422
*
```